Density functional theory data (wB97M-V/def2-TZVPD) for a 2-piece molecular cluster, C2H2I2NO overall in a non-equilibrium geometry.

## Properties
HOMO   -3.356 eV
Lowest unoccupied orbital energy   0.0650 hartree
Relative energy (zero: lowest compared OMol25 entry of this formula, charge and spin)   27.4 kcal/mol
Charge   -1

Each line ends with the Löwdin charge.
Positions of all 8 atoms, in Å:
C: -0.636 0.285 -0.557  0.032
C: -0.186 -0.858 0.270  -0.547
N: -1.555 -0.329 0.167  -0.279
O: -2.723 -0.601 0.271  0.013
I: 2.285 5.035 1.850  -0.999
I: 0.505 -2.723 -0.752  0.598
H: -0.447 0.754 -1.502  0.120
H: 0.278 -0.833 1.248  0.063